{
  "formula": "C51H90Br12Cl10O14P",
  "method": "the ωB97M-V functional and the def2-TZVPD basis",
  "species": ["C", "C", "C", "C", "P", "C", "C", "C", "C", "C", "C", "C", "C", "C", "C", "C", "C", "H", "H", "H", "H", "H", "H", "H", "H", "H", "H", "H", "H", "H", "H", "H", "H", "H", "H", "H", "H", "H", "H", "H", "H", "H", "H", "H", "H", "H", "H", "H", "H", "H", "H", "H", "H", "O", "C", "C", "O", "H", "H", "H", "H", "O", "C", "O", "C", "C", "C", "H", "H", "H", "H", "H", "H", "O", "C", "O", "C", "C", "C", "H", "H", "H", "H", "H", "H", "O", "C", "O", "C", "C", "C", "H", "H", "H", "H", "H", "H", "O", "C", "O", "C", "C", "C", "H", "H", "H", "H", "H", "H", "O", "C", "O", "C", "C", "C", "H", "H", "H", "H", "H", "H", "O", "C", "O", "C", "C", "C", "H", "H", "H", "H", "H", "H", "C", "Cl", "Cl", "H", "H", "C", "Cl", "Cl", "H", "H", "C", "Cl", "Cl", "H", "H", "C", "Cl", "Cl", "H", "H", "C", "Cl", "Cl", "H", "H", "C", "Br", "Br", "Br", "H", "C", "Br", "Br", "Br", "H", "C", "Br", "Br", "Br", "H", "C", "Br", "Br", "Br", "H"],
  "positions_angstrom": [[-3.907105, -1.586845, 0.442288], [-2.818751, -0.549846, 0.227126], [-1.917237, -0.479260, 1.438030], [-0.900182, 0.711348, 1.357027], [0.747874, -0.054249, 0.908005], [1.181509, -1.581215, 1.778951], [2.616217, -1.709074, 2.073264], [2.967317, -2.924244, 2.958139], [2.396931, -4.183142, 2.408770], [0.587109, -0.742789, -0.825474], [0.244755, 0.148069, -2.009624], [0.347961, -0.633795, -3.346932], [-0.817845, -1.409834, -3.833284], [2.038533, 1.171529, 0.766647], [3.373457, 0.801413, 0.028171], [4.325625, 2.011236, 0.063980], [5.719790, 1.632214, -0.408177], [-4.469467, -1.932426, -0.425135], [-4.666305, -1.246372, 1.146427], [-3.670147, -2.510722, 0.969927], [-3.339402, 0.374685, -0.022402], [-2.345632, -0.783670, -0.726600], [-1.576628, -1.513460, 1.387846], [-2.519385, -0.480682, 2.346606], [-0.910093, 1.119647, 2.367618], [-1.132702, 1.440655, 0.581048], [0.557817, -2.350858, 1.324244], [0.637038, -1.401540, 2.705973], [3.048704, -0.807917, 2.507973], [3.167779, -1.821698, 1.139884], [2.539036, -2.717566, 3.938940], [4.029094, -3.128758, 3.095596], [2.595532, -5.085809, 2.986579], [2.895064, -4.510796, 1.496288], [1.320827, -4.184108, 2.235322], [-0.172524, -1.523213, -0.780798], [1.554658, -1.242927, -0.868008], [1.044465, 0.887665, -1.970096], [-0.662696, 0.738309, -1.882196], [1.093905, -1.414180, -3.196390], [0.803804, 0.036031, -4.076074], [-0.406688, -1.997450, -4.654112], [-1.676283, -0.959715, -4.331865], [-1.190613, -2.189385, -3.168868], [2.140897, 1.525870, 1.792347], [1.551072, 1.946231, 0.174761], [3.412170, 0.495682, -1.017353], [3.777227, -0.125727, 0.434966], [4.568229, 2.386997, 1.057981], [3.784350, 2.846531, -0.380316], [5.834026, 1.476503, -1.480931], [6.034576, 0.654866, -0.042381], [6.482139, 2.358407, -0.126116], [1.243856, 1.617497, 8.355612], [1.763196, 1.459743, 9.620111], [0.755779, 1.483579, 10.943487], [1.067046, 1.396004, 12.323336], [2.559397, 2.185328, 9.786504], [2.243619, 0.482176, 9.660677], [-0.051242, 0.770817, 10.773813], [0.271169, 2.459793, 10.927352], [-4.350151, 8.636166, 7.052056], [-4.796191, 7.558872, 7.474322], [-5.021967, 7.328180, 8.782385], [-5.622783, 6.065932, 8.998534], [-5.084774, 5.268898, 7.800865], [-5.216640, 6.328200, 6.721949], [-6.711795, 6.032629, 9.030486], [-5.007663, 5.626635, 9.783863], [-5.576069, 4.308419, 7.645281], [-4.066242, 5.070139, 8.134364], [-6.039628, 6.367144, 6.008323], [-4.333629, 6.254328, 6.087176], [-11.850732, -5.787709, -7.852323], [-11.842020, -6.431528, -6.802858], [-10.802443, -6.791882, -6.036108], [-11.147507, -7.413157, -4.816124], [-12.459538, -8.047165, -5.188631], [-13.060978, -6.897812, -6.015634], [-11.116776, -6.681450, -4.008813], [-10.378388, -8.116615, -4.497245], [-12.955181, -8.311676, -4.254568], [-12.401099, -8.965616, -5.772715], [-13.399363, -6.108102, -5.344855], [-13.827675, -7.235008, -6.713185], [14.667621, -1.783760, -4.063347], [15.348950, -0.916806, -3.557332], [16.348797, -1.267927, -2.687704], [16.919881, -0.085857, -2.228125], [15.912642, 1.061963, -2.467512], [15.125480, 0.563748, -3.656103], [17.856373, 0.241291, -2.679843], [17.122462, -0.019197, -1.159189], [16.421744, 2.021272, -2.560495], [15.099185, 1.262008, -1.770115], [15.475196, 0.720000, -4.676596], [14.063400, 0.807363, -3.683234], [-0.930730, 7.641880, -2.469599], [-1.682700, 8.585053, -2.265394], [-2.526983, 8.547882, -1.132311], [-3.298511, 9.666694, -0.994510], [-3.291487, 10.237494, -2.473816], [-1.912624, 9.803651, -3.032934], [-2.831595, 10.259966, -0.208307], [-4.350464, 9.496980, -0.764965], [-3.466578, 11.312368, -2.519592], [-4.091976, 9.723772, -3.006174], [-1.059071, 10.458181, -2.856507], [-1.896098, 9.687309, -4.116586], [-9.870425, 4.659243, 0.924626], [-10.977172, 4.186001, 0.835276], [-11.305671, 3.185542, 1.663932], [-12.605550, 2.760445, 1.461534], [-13.101277, 3.408187, 0.242793], [-12.124683, 4.472397, -0.130508], [-13.193170, 2.960179, 2.357586], [-12.557823, 1.671556, 1.449272], [-14.101991, 3.726920, 0.534507], [-13.264700, 2.689843, -0.560558], [-12.468375, 5.479538, 0.105401], [-11.706564, 4.423074, -1.135909], [7.513945, -3.700500, -3.953546], [8.173670, -4.409452, -3.175398], [8.329690, -4.055769, -1.856657], [9.148954, -4.977019, -1.096612], [9.237726, -6.192143, -2.104767], [8.873882, -5.722446, -3.521258], [8.673119, -5.323032, -0.179038], [10.073201, -4.537274, -0.721781], [8.536856, -7.025728, -2.059828], [10.242472, -6.614712, -2.099254], [8.236361, -6.368203, -4.125132], [9.829188, -5.612123, -4.034384], [-0.506240, -4.475800, 8.690196], [0.180150, -6.044633, 8.954830], [-1.939305, -4.691151, 7.631949], [-0.735502, -3.962161, 9.623846], [0.188359, -3.850173, 8.129620], [5.589496, -13.858063, 6.468978], [5.048760, -15.123514, 5.324117], [4.865386, -14.163010, 8.012943], [6.654453, -14.055681, 6.591091], [5.363118, -12.830335, 6.185006], [-5.381178, 4.684661, -6.867762], [-4.833333, 6.261964, -7.512407], [-5.642299, 4.757346, -5.121675], [-6.285321, 4.256297, -7.300337], [-4.523065, 4.014708, -6.921586], [7.941213, 2.419825, 5.869367], [8.234936, 1.030635, 6.968520], [9.230383, 3.721923, 5.959240], [7.696138, 2.076894, 4.864161], [6.980204, 2.819178, 6.193534], [1.532721, 7.102802, 5.955293], [1.838444, 7.894506, 4.406866], [1.650643, 8.156253, 7.396384], [0.707109, 6.394889, 5.882303], [2.369240, 6.430397, 6.145569], [-10.134630, 0.799512, -9.487555], [-10.420514, 2.612936, -10.067742], [-10.511310, 0.519832, -7.602662], [-8.307580, 0.319630, -9.914381], [-10.775603, 0.177252, -10.112082], [5.354540, 5.518244, -6.473202], [3.835181, 6.065479, -7.646414], [6.770681, 6.925136, -6.482865], [5.861673, 3.601255, -6.835865], [4.950502, 5.528561, -5.460905], [-2.995311, -9.619896, -1.288321], [-4.170453, -8.340415, -0.400351], [-3.792688, -11.406896, -1.466818], [-1.188733, -9.771237, -0.336658], [-2.764277, -9.157320, -2.247880], [4.131221, -4.839427, -10.080826], [5.788434, -5.678945, -10.556737], [3.039709, -5.615506, -8.551117], [2.968993, -4.783019, -11.683535], [4.417687, -3.826163, -9.799166]],
  "forces_ev_per_angstrom": [[-1.3305, -0.7400, 0.8070], [-1.6273, -0.0651, -0.8585], [-0.4710, -0.0482, -1.2815], [0.7756, -2.2493, 0.8568], [-1.1922, -0.3293, -2.5833], [-2.4160, 1.7351, 1.2123], [2.5175, -1.1939, -0.3393], [-0.5905, 0.3689, 0.4022], [-0.2595, -1.8357, -0.6329], [-1.1800, 0.0136, 1.2586], [1.3954, 0.2866, 0.1174], [0.7932, 0.7569, 1.2717], [-0.7894, -1.2590, -1.5603], [0.1702, -0.3116, -0.8872], [0.4355, 0.0795, 0.9670], [0.4098, -0.5565, 1.1810], [0.4465, -0.1127, -1.3349], [0.2638, 0.3839, -0.3292], [-0.1683, 0.6476, -0.0955], [1.0507, -0.1826, -0.2157], [0.0758, 0.3942, 0.3816], [0.7635, -0.1330, 0.2122], [1.2326, 0.1134, 0.5574], [0.0573, 0.5150, 0.0122], [0.5283, 0.5525, -0.2541], [-0.1106, 0.0055, 0.1695], [0.7913, -0.3478, -0.3324], [0.0078, -0.2367, 0.6459], [-0.3523, 0.1284, 0.2284], [0.0515, -0.2073, -0.2019], [0.0950, -0.0972, 0.2214], [0.1392, 0.7607, -0.0933], [-0.0941, 0.2826, 0.7743], [-0.1031, 0.5530, -0.5765], [0.0072, 0.1191, -0.0095], [0.0523, -0.3299, 0.3310], [0.1325, -0.0410, -0.6315], [0.0565, 0.3598, -0.5556], [-0.2900, -0.3862, 0.0034], [0.4260, 0.1653, 0.1756], [-0.4409, -0.0441, -0.3118], [-0.0043, -0.2676, -0.2106], [0.0149, 0.7533, 0.5402], [0.0108, 0.2677, 0.4704], [0.6898, 0.3617, -0.0765], [-0.1375, 0.3853, 0.1856], [-1.3953, 0.3239, -0.4009], [0.4464, 0.5114, 0.6751], [-0.7948, -0.2794, 0.5547], [0.5218, 0.0727, -0.6733], [-0.2905, 0.3230, -0.3009], [-0.1661, 0.0590, 0.6112], [-0.1328, 0.0317, 0.0776], [-0.4282, 0.0857, 1.2383], [0.0255, -0.3337, -1.0919], [-0.9766, 0.8346, 2.5207], [1.0803, -0.5229, -2.2043], [0.2070, 0.5638, 0.6122], [0.2364, -0.7347, 0.5256], [-0.0669, -0.6718, -0.8096], [-0.1199, 0.7202, -1.0513], [-1.0569, -3.0369, 1.1395], [-0.4851, 3.2694, -0.7516], [-0.2161, 1.3709, 0.2732], [1.7056, -1.7547, -0.4665], [-1.2305, -0.0438, 0.3923], [2.8028, -0.5111, -1.1979], [0.1173, 0.5054, 0.5721], [-1.3189, 0.2291, 1.0265], [-0.1148, 0.1736, -0.1189], [0.2727, -0.0245, -0.9382], [-0.3776, 0.1440, 0.7067], [-0.0670, -0.3266, -0.6304], [0.8793, -1.7466, 2.4835], [-1.5592, 1.3702, -0.6047], [2.4901, 1.2028, -1.5766], [0.4678, -0.8849, -0.2580], [-0.9570, 0.3841, 1.2802], [-0.2653, -1.1905, -0.3811], [-0.7984, 0.2994, -0.0610], [0.1651, -0.1696, -0.6163], [-0.5946, 0.1169, -0.1757], [0.5150, 0.1318, -0.0679], [-0.1591, 0.1516, -0.2546], [-0.1810, 0.3385, 0.2318], [1.0426, 1.0266, 0.2369], [-2.3133, -2.6490, 0.0431], [-0.0883, 0.4559, -0.6358], [0.0361, 2.8739, 1.7694], [-0.4789, 0.7749, -0.7772], [0.4810, -0.5992, -0.9965], [0.0933, -0.7275, -0.6254], [0.0081, -1.1111, 0.1625], [0.0725, -0.0846, -0.3273], [0.5945, -0.5427, 0.9822], [0.4261, 0.7923, -0.0308], [0.1184, -0.2178, 0.2040], [-1.4146, 2.1005, 0.3457], [0.8302, -3.7854, 1.2695], [1.7936, -2.2994, -1.0859], [-0.5446, 2.0827, -1.7697], [0.6402, 0.8419, 0.9055], [-0.9708, 1.1311, -0.3311], [-0.2452, 0.6191, -0.1894], [0.2016, -0.5863, 0.4123], [-0.0381, -0.0561, -0.0270], [0.1001, 0.0270, -0.1100], [-0.2083, 0.4179, 0.4450], [-0.1384, -0.5339, 0.1374], [-1.0149, 0.2415, -0.6167], [1.8748, 0.2339, 0.2538], [1.0441, 0.3666, 0.5075], [-0.0220, -2.0797, 1.7948], [-2.4581, -0.4332, -1.3105], [1.0028, 0.5658, 0.7445], [-0.0892, 0.4566, 0.0395], [-0.1737, -0.1480, -0.4334], [-0.0607, 0.6297, -0.6449], [0.1963, -0.0107, -0.0478], [0.0031, 0.0580, -0.3098], [-0.3004, 0.1183, 0.0215], [1.7939, -1.9622, 2.4404], [-1.4217, 2.1444, -2.2459], [0.1289, -0.0022, -0.1362], [-1.1452, -1.7546, -1.4584], [0.7151, -0.9748, -0.3726], [0.8598, 1.3152, 1.2117], [-0.6716, 0.3333, -0.1669], [0.2302, 0.1669, -0.9078], [-0.0416, 0.0704, 1.7181], [-0.0745, -0.1073, 0.1062], [-0.0359, 0.0610, 0.3407], [-0.3517, 0.7278, -0.5229], [-0.1328, 0.7828, -0.7290], [0.5670, -0.5661, 0.4436], [-0.0451, 0.4129, 0.3371], [-0.3406, -0.3469, -0.1438], [-0.0319, -0.2126, 0.0987], [0.6698, -0.6983, -0.1328], [-0.0436, 0.5934, -0.2456], [-0.4607, 0.0691, 0.9777], [-0.1352, 0.4525, -0.1743], [-0.0315, -0.4171, -0.4231], [0.9295, -0.2734, 0.6244], [-0.5651, -0.5634, -0.0354], [-0.3309, 0.2336, 0.3707], [0.2580, 0.5458, -0.3593], [-0.2990, 0.0573, -0.6022], [-0.6507, 0.2468, 0.6450], [0.2008, 0.5796, -0.6676], [-1.0902, -1.2463, -0.2736], [1.0774, -0.0548, -0.0725], [0.4464, 0.4682, 0.3848], [1.5211, -1.2030, 0.6278], [-0.2659, 0.1554, 0.1511], [-0.7368, -0.0858, -0.6528], [-0.6195, 0.9524, 0.2956], [0.1030, 0.1393, -0.3830], [0.2830, -0.0284, -0.1795], [-0.2260, 0.0618, 0.1975], [-0.0149, 0.0941, -0.5950], [-0.1194, -0.1696, 0.1231], [0.0881, 0.0453, 0.4626], [-0.4185, 0.0835, -0.2475], [0.7568, -0.2835, 0.4790], [-0.5126, -1.0095, -0.1207], [0.0068, 1.2773, 0.1562], [0.1610, -0.0742, -0.2574], [0.7299, -0.0498, 0.6530], [0.2099, -0.3745, -0.0806], [0.2719, 0.8255, -0.0785], [-1.1238, 0.1407, -0.5638], [-0.0857, -0.5262, 0.0679], [-0.9372, -0.0587, -0.0655], [-0.1688, -0.3022, 0.4048], [1.1445, 0.4498, -1.0822], [0.4487, 0.1429, 0.7545], [-0.4867, -0.2304, -0.0025]],
  "lowdin_charge": [-0.12, -0.29, -0.25, -0.20, 1.04, -0.30, -0.27, -0.24, -0.13, -0.27, -0.22, -0.26, -0.13, -0.27, -0.23, -0.26, -0.11, 0.07, 0.08, 0.07, 0.11, 0.09, 0.09, 0.12, 0.10, 0.09, 0.09, 0.11, 0.12, 0.10, 0.12, 0.12, 0.08, 0.08, 0.07, 0.08, 0.09, 0.09, 0.11, 0.11, 0.11, 0.07, 0.08, 0.07, 0.10, 0.09, 0.12, 0.08, 0.11, 0.11, 0.07, 0.07, 0.07, -0.41, -0.46, -0.42, -0.39, 0.06, 0.05, 0.05, 0.06, 0.08, -0.46, 0.02, -0.17, -0.15, -0.09, 0.13, 0.13, 0.12, 0.13, 0.13, 0.12, 0.09, -0.45, 0.02, -0.18, -0.16, -0.07, 0.13, 0.13, 0.11, 0.12, 0.13, 0.12, 0.11, -0.46, 0.05, -0.19, -0.15, -0.09, 0.12, 0.12, 0.11, 0.12, 0.13, 0.13, 0.10, -0.43, 0.00, -0.20, -0.12, -0.09, 0.13, 0.12, 0.11, 0.11, 0.13, 0.13, 0.11, -0.47, 0.05, -0.22, -0.18, -0.06, 0.13, 0.13, 0.12, 0.12, 0.13, 0.13, 0.07, -0.42, 0.00, -0.11, -0.15, -0.08, 0.11, 0.12, 0.11, 0.10, 0.13, 0.12, -1.03, 0.50, 0.44, 0.04, 0.03, -1.04, 0.47, 0.52, 0.02, 0.04, -1.01, 0.48, 0.49, 0.03, 0.01, -0.97, 0.48, 0.44, 0.02, 0.02, -1.03, 0.48, 0.49, 0.04, 0.01, -1.63, 0.55, 0.56, 0.54, -0.02, -1.50, 0.46, 0.47, 0.45, -0.05, -1.53, 0.50, 0.50, 0.42, -0.04, -1.54, 0.56, 0.46, 0.49, -0.03],
  "charge": -1,
  "homo_ev": -0.6,
  "homo_lumo_gap_ev": 0.817,
  "e_tot_ha": -38881.529063
}